No. 1
Below is 2 unconnected molecules or ions with the total composition C5H7N2 at a distorted geometry, with properties calculated with wB97M-V/def2-TZVPD.

Positions of all 14 atoms, in Å:
C: -0.9847 -2.7655 -2.6818
C: -0.6450 -1.8243 -2.0402
C: -0.5650 0.0151 -0.3934
C: 0.0288 1.5642 1.2174
C: 1.1080 0.4682 1.1192
N: -0.9998 1.1165 0.2761
N: 0.5939 -0.3808 0.0474
H: -1.1104 -3.5860 -3.3459
H: -1.8382 1.6353 0.0780
H: -0.4044 1.6374 2.2139
H: 0.4070 2.5458 0.9192
H: 2.0899 0.8618 0.8442
H: 1.2102 -0.1108 2.0385
H: 1.1097 -1.1770 -0.2927

Calculated values
LUMO level (spin up / spin down) = -7.67 / -7.69 eV
electronic energy = -303.7154 hartree
total charge = +1
relative energy (zero: lowest compared OMol25 entry of this formula, charge and spin) = 190.5 kcal/mol
Kohn-Sham gap (spin up / spin down) = 7.160 / 7.148 eV
largest force on an atom = 5.494 eV/Å
HOMO (spin up / spin down) = -14.8342 / -14.8363 eV
multiplicity = 1

Which charges does natural (NBO) predict for the atoms? In e, they are: C -0.25; C 0.03; C 0.70; C -0.23; C -0.24; N -0.60; N -0.57; H 0.27; H 0.46; H 0.24; H 0.24; H 0.24; H 0.24; H 0.46

No. 2
Below is a molecular structure, C15H40F4N7O13S4 at a distorted geometry, with properties calculated with wB97M-V/def2-TZVPD.

Positions of all 83 atoms, in Å:
C: 2.1971 10.4816 -0.5588
C: 0.9284 11.2292 -0.2208
O: 0.6064 12.1587 0.4429
N: -0.4019 10.4477 -1.0219
H: -0.9370 9.9255 -0.3326
H: -0.9564 11.2352 -1.3754
C: -0.1613 9.5244 -2.1794
H: 2.1965 9.6228 0.0783
H: 3.0865 11.0535 -0.2508
H: 2.2581 10.3316 -1.6417
H: -1.1041 9.2730 -2.5675
H: 0.5363 8.6117 -2.1282
H: 0.3891 10.0355 -2.9619
C: 1.3068 -4.9436 2.7626
C: 2.0252 -4.1054 3.7946
O: 1.6358 -2.9544 4.2001
N: 2.9881 -4.7557 4.3556
H: 3.3306 -5.4717 3.7754
H: 1.0628 -2.4199 3.6283
C: 3.9605 -4.1629 5.3199
H: 0.4787 -5.4533 3.2465
H: 1.9615 -5.6927 2.2314
H: 0.7944 -4.3377 2.0349
H: 4.6634 -3.4747 4.7991
H: 4.4509 -5.0467 5.8485
H: 3.3476 -3.5692 5.9722
C: -4.7940 -0.5938 8.9940
C: -3.8517 -1.5145 8.2998
O: -2.7102 -1.5480 8.2745
N: -4.7245 -2.5642 7.2612
H: -5.7103 -2.2945 7.1391
H: -4.1597 -2.4467 6.3887
C: -4.6444 -3.9255 7.7361
H: -5.3418 -0.0528 8.2389
H: -4.3503 0.0801 9.7597
H: -5.4479 -1.2200 9.6233
H: -5.3616 -4.1025 8.5506
H: -3.6967 -4.2269 8.1173
H: -4.8961 -4.6101 6.9519
C: -1.0515 1.8401 -2.9560
C: -1.9215 0.6685 -2.8453
O: -2.7052 0.2362 -3.6797
N: -1.6425 -0.2360 -1.6156
H: -0.6020 -0.2697 -1.4963
H: -1.9765 0.1902 -0.7769
C: -2.3023 -1.5877 -1.7130
H: -1.6350 2.7306 -3.1366
H: -0.3192 1.5491 -3.7995
H: -0.5469 2.0580 -2.0418
H: -3.4699 -1.5300 -1.5268
H: -1.9749 -2.0801 -0.8355
H: -2.0183 -2.1537 -2.5751
C: 4.5958 -2.5423 -6.5558
C: 3.3393 -2.7428 -7.3383
O: 2.4920 -3.5657 -7.1921
N: 3.1475 -1.7270 -8.5851
H: 2.9435 -0.7500 -8.0898
H: 4.0546 -1.5742 -9.0496
C: 2.1021 -2.2901 -9.5062
H: 5.3727 -2.0295 -7.1059
H: 4.9945 -3.5017 -6.3444
H: 4.4342 -2.1016 -5.5546
H: 2.2669 -1.9717 -10.5148
H: 1.0802 -2.0439 -9.2941
H: 2.2128 -3.3589 -9.3271
N: 1.4954 -1.1633 -5.0241
S: 1.9043 0.2763 -5.4447
O: 2.5940 0.3191 -6.6994
O: 2.4581 1.1321 -4.4170
F: 0.5155 1.0064 -5.8082
S: 1.4317 -1.7689 -3.6417
O: 0.8741 -1.0250 -2.5740
O: 2.6003 -2.4828 -3.3305
F: 0.2092 -2.8581 -3.9053
N: -1.5426 -2.2480 3.5316
S: -2.6283 -1.7925 4.5489
O: -3.4255 -2.9567 4.8967
O: -3.2868 -0.6064 4.2642
F: -1.8000 -1.4496 5.7729
S: -1.0175 -1.3378 2.2985
O: -1.9996 -0.6672 1.5027
O: 0.1161 -1.9821 1.6832
F: -0.3233 -0.1348 3.2152

Calculated values
LUMO level = -5.93 eV
electronic energy = -3948.2320 hartree
total charge = +3
Kohn-Sham gap = 9.706 eV
largest force on an atom = 3.937 eV/Å
HOMO = -15.6314 eV
multiplicity = 1

Which charges does Mulliken predict for the atoms? In e, they are: C -0.91; C 0.63; O -0.33; N -0.29; H 0.36; H 0.38; C -1.03; H 0.34; H 0.33; H 0.34; H 0.39; H 0.36; H 0.44; C -0.92; C 0.86; O -0.46; N -0.16; H 0.28; H 0.27; C -0.77; H 0.30; H 0.37; H 0.24; H 0.31; H 0.32; H 0.30; C -1.20; C 0.74; O -0.28; N 0.08; H 0.39; H 0.14; C -0.95; H 0.34; H 0.35; H 0.37; H 0.38; H 0.38; H 0.37; C -0.86; C 0.66; O -0.45; N 0.02; H 0.42; H 0.36; C -0.87; H 0.42; H 0.11; H 0.31; H 0.34; H 0.30; H 0.35; C -1.10; C 0.73; O -0.42; N -0.17; H 0.44; H 0.42; C -0.80; H 0.37; H 0.40; H 0.25; H 0.36; H 0.28; H 0.36; N -0.15; S 1.12; O -0.77; O -0.61; F -0.28; S 1.00; O -0.58; O -0.60; F -0.33; N -0.36; S 1.11; O -0.77; O -0.59; F -0.19; S 1.27; O -0.60; O -0.60; F -0.34